Entry 1:
59
Properties=species:S:1:pos:R:3:nbo_charge:R:1 method="wB97M-V/def2-TZVPD" e_lumo_ev=2.046 homo_lumo_gap_ev=8.79 e_tot_ha=-8441.732088 charge=-1 spin_multiplicity=1
Ca 0.26501 0.09678 1.07163 1.80
C 0.73162 -3.22406 -3.44597 -0.71
C 0.09583 -1.88999 -3.16433 0.17
N 0.61646 -0.76253 -3.44989 -0.07
O 1.90085 -0.82637 -3.96919 -0.56
C -1.25015 -1.85475 -2.55002 0.16
C -2.34644 -2.71811 -3.09870 -0.68
N -1.40082 -1.07048 -1.55845 -0.09
O -2.69136 -1.15649 -1.08975 -0.67
H 1.64256 -3.35281 -2.85300 0.23
H 0.99567 -3.31272 -4.50210 0.23
H 0.05581 -4.03491 -3.18161 0.23
H 2.33170 -1.62530 -3.62194 0.45
H -2.02194 -3.25604 -3.98795 0.21
H -3.20292 -2.09163 -3.34759 0.25
H -2.68854 -3.42928 -2.34471 0.24
F -0.24233 3.67233 1.23837 -0.30
C -0.63807 3.91747 2.48155 0.73
F -0.20303 5.12245 2.84903 -0.32
F -1.96076 3.88491 2.54408 -0.29
S 0.08728 2.65219 3.61469 2.26
O -0.41561 1.38683 3.12853 -0.98
O -0.24852 3.07726 4.93105 -0.90
N 1.63662 2.82420 3.32010 -1.22
S 2.36144 1.80628 2.39992 2.22
O 2.09958 1.94484 0.97969 -0.98
O 2.30773 0.42190 2.83442 -0.97
C 4.08686 2.37820 2.66164 0.74
F 4.89597 1.60694 1.92793 -0.32
F 4.43519 2.26930 3.93631 -0.30
F 4.23639 3.63707 2.26889 -0.30
F -4.91663 -0.36983 -0.29475 -0.62
Te -3.22385 0.36682 0.02209 3.41
F -3.29185 -0.63981 1.58671 -0.62
F -4.16083 1.71124 0.92246 -0.63
F -0.52441 -1.74529 1.46492 -0.92
F -3.55133 1.32019 -1.56756 -0.64
O -1.60503 1.08916 0.28355 -1.27
C 6.94243 -0.92271 -0.04522 -1.09
Ge 5.21287 -1.16197 -0.93072 1.61
C 4.58282 0.48872 -1.75816 -1.10
C 5.38709 -2.55201 -2.30084 -1.09
C 3.88212 -1.78933 0.38039 -1.04
Se 2.14877 -1.84185 -0.51377 0.23
C 1.39747 -3.43473 0.30125 -0.77
H 7.69703 -0.60190 -0.76520 0.23
H 7.27683 -1.85857 0.40501 0.23
H 6.87266 -0.17186 0.73603 0.23
H 5.26766 0.80180 -2.54762 0.23
H 4.50626 1.28773 -1.02212 0.24
H 3.59780 0.34369 -2.20669 0.25
H 5.98216 -2.19136 -3.14055 0.23
H 4.40132 -2.83250 -2.67465 0.22
H 5.86749 -3.44276 -1.89401 0.22
H 3.83020 -1.15895 1.26767 0.25
H 4.11903 -2.81019 0.68364 0.23
H 2.01289 -4.29536 0.04465 0.20
H 0.38804 -3.53383 -0.09214 0.25
H 1.31014 -3.28298 1.37159 0.26

***

Entry 2:
56
Properties=species:S:1:pos:R:3:nbo_charge:R:1 method="wB97M-V/def2-TZVPD" e_lumo_ev=-2.464 homo_lumo_gap_ev=11.07 e_tot_ha=-1207.889733 charge=+1 spin_multiplicity=1
C -0.43512 -1.07864 -0.22904 -0.23
C -0.85952 -2.02060 0.88660 -0.25
C -2.18567 -2.60027 0.32446 -0.61
C 0.14103 -3.11609 1.20500 -0.62
N 0.85543 -0.32704 -0.04878 -0.70
H -0.33082 -1.59119 -1.18083 0.22
H -1.20488 -0.31313 -0.23725 0.24
H -1.18700 -1.49143 1.78217 0.24
H -2.20273 -2.88272 -0.73133 0.20
H -2.32316 -3.51754 0.89323 0.23
H -2.93187 -1.80981 0.29686 0.24
H 0.37201 -3.65063 0.27619 0.21
H -0.34963 -3.91678 1.76182 0.23
H 1.01407 -2.75751 1.73694 0.19
H 1.17554 0.13330 -0.90421 0.46
H 0.77090 0.41783 0.64973 0.45
H 1.61548 -0.91691 0.29794 0.44
H 0.85725 -2.66162 -3.82063 0.49
H -0.51929 -2.31346 -4.34631 0.49
O -0.00491 -2.34243 -3.52697 -0.96
H -3.75208 -1.39912 -2.83548 0.48
H -4.09507 -0.11791 -2.15871 0.49
O -3.69134 -0.44392 -2.97323 -0.96
H -0.29538 3.21879 2.34477 0.48
H -1.50724 3.57803 3.07170 0.47
O -0.60610 3.28695 3.25974 -0.94
H 4.06855 -1.01333 1.78330 0.50
H 4.99837 -0.82156 0.58786 0.48
O 4.08352 -0.69282 0.85778 -0.99
H -0.26427 0.37001 4.92803 0.48
H -0.45291 1.30049 3.63366 0.51
O -0.17141 0.43941 3.97717 -1.00
H -1.01574 1.71811 -2.48403 0.51
H -1.05748 3.33906 -2.26879 0.50
O -0.67092 2.49984 -2.00819 -1.01
H -3.81037 0.36863 1.75248 0.48
H -2.85204 1.34088 1.20189 0.49
O -3.20907 0.46183 1.00028 -0.97
H -0.90088 2.35829 -0.31282 0.50
H 0.05183 2.40682 0.92091 0.48
O -0.88453 2.46179 0.65690 -1.03
H -0.68543 -0.59722 -3.32135 0.51
H -1.91608 0.32220 -3.35667 0.51
O -0.93959 0.33495 -3.41812 -1.01
H 2.58420 3.76603 -1.88895 0.48
H 1.71432 2.48218 -1.85333 0.50
O 2.21697 3.10995 -1.28916 -0.99
H 2.20105 -1.96289 3.22156 0.49
H 3.24394 -1.09200 3.97515 0.49
O 3.12124 -1.68633 3.22213 -0.96
H 2.44281 2.70988 0.54763 0.53
H 2.59836 1.87957 1.91494 0.50
O 1.99876 2.15010 1.21395 -1.02
H 0.99197 1.30131 -3.11596 0.52
H 2.48884 0.56493 -3.18151 0.51
O 1.70611 0.81377 -2.69116 -1.00

***

Entry 3:
7
Properties=species:S:1:pos:R:3:nbo_charge:R:1 method="wB97M-V/def2-TZVPD" e_lumo_ev=0.331 homo_lumo_gap_ev=11.64 smiles="O=CF.OF" e_tot_ha=-389.364872 spin_multiplicity=1
C 1.71507 0.16966 0.39034 0.75
O 0.58027 -0.16249 0.18909 -0.51
O -2.37540 0.29912 -0.28027 -0.32
F 2.83415 -0.54047 -0.13098 -0.37
F -3.20862 -0.78616 -0.12123 -0.14
H -1.62477 0.02284 -0.84478 0.46
H 2.07930 0.99751 0.79783 0.12

***

Entry 4:
68
Properties=species:S:1:pos:R:3:nbo_charge:R:1 method="wB97M-V/def2-TZVPD" e_lumo_ev=-0.719 homo_lumo_gap_ev=7.30 smiles="CC(=O)OCCCCCN1c2cccc(CC(=O)F)c2Sc2c1c(S)c(B(N)O)c(N=C(C)C)c2P(O)O" e_tot_ha=-2810.351261 spin_multiplicity=1
C 6.32349 0.89349 0.05192 -0.72
C 5.72791 2.22292 0.77006 0.79
O 5.89454 2.27218 2.03168 -0.60
O 5.04862 3.25206 0.03518 -0.54
C 4.13787 3.98071 0.90733 -0.09
C 3.00342 4.80796 0.13338 -0.43
C 2.33792 4.04406 -1.11545 -0.42
C 2.15553 2.45787 -0.92547 -0.44
C 0.69154 1.90719 -1.41948 -0.22
N 0.10381 1.16896 -0.25036 -0.54
C -0.84051 1.97952 0.53452 0.17
C -0.20311 3.10091 1.45508 -0.22
C -1.09603 4.05035 2.29423 -0.22
C -2.67184 3.92582 2.24268 -0.21
C -3.33770 2.82153 1.37277 -0.04
C -4.91509 2.58442 1.28800 -0.54
C -5.41322 1.31134 2.16458 0.87
O -6.46207 0.70560 1.82105 -0.53
F -4.75447 0.85173 3.34103 -0.35
C -2.38769 1.89859 0.53801 -0.17
S -3.23067 0.60961 -0.52930 0.26
C -1.86578 -0.62220 -0.78637 -0.19
C -0.39300 -0.17474 -0.59438 0.26
C 0.71320 -1.28703 -0.84241 -0.18
S 2.52487 -0.96131 -0.70801 -0.04
C 0.30086 -2.75328 -1.26195 -0.41
B 1.47158 -3.86909 -1.55564 1.15
N 2.41329 -4.41770 -0.51839 -1.15
O 1.56486 -4.37846 -2.90287 -0.90
C -1.20823 -3.16049 -1.42664 0.20
N -1.53084 -4.55396 -1.80124 -0.52
C -1.94545 -5.14465 -0.66332 0.42
C -3.06444 -6.31904 -0.66471 -0.69
C -1.37027 -4.74262 0.79787 -0.72
C -2.32749 -2.07831 -1.19285 -0.45
P -4.19802 -2.49381 -1.36570 1.34
O -4.38711 -3.93048 -2.31203 -0.98
O -4.61071 -3.04068 0.23830 -0.99
H 6.69624 1.10135 -1.01004 0.24
H 7.23521 0.60152 0.70422 0.25
H 5.60328 0.00746 0.10485 0.24
H 4.79823 4.63469 1.60079 0.21
H 3.59204 3.23022 1.60139 0.18
H 3.51891 5.76018 -0.28555 0.22
H 2.24936 5.19687 0.91257 0.22
H 1.29151 4.50798 -1.28076 0.21
H 2.94206 4.31383 -2.06033 0.22
H 2.92867 1.91670 -1.59975 0.23
H 2.32133 2.08676 0.15009 0.22
H 0.78407 1.22616 -2.34718 0.23
H 0.03358 2.81505 -1.64539 0.21
H 0.93664 3.26331 1.51474 0.24
H -0.66839 4.89579 2.94581 0.24
H -3.33544 4.64740 2.84456 0.23
H -5.48664 3.48874 1.71073 0.27
H -5.28685 2.40406 0.22415 0.28
H 2.91717 -0.84037 0.62073 0.16
H 1.85220 -4.86743 0.22681 0.38
H 2.92581 -3.65733 -0.03473 0.40
H 1.54120 -3.65225 -3.56844 0.50
H -2.88279 -7.01413 0.23025 0.22
H -4.07348 -5.80238 -0.49217 0.27
H -3.01755 -6.95067 -1.61752 0.24
H -1.87169 -3.76322 1.15572 0.25
H -1.50375 -5.58565 1.57212 0.24
H -0.23208 -4.54098 0.76008 0.23
H -3.69530 -3.96845 -3.01945 0.51
H -4.31310 -2.37419 0.90054 0.50

***

Entry 5:
21
Properties=species:S:1:pos:R:3:nbo_charge:R:1 method="wB97M-V/def2-TZVPD" e_lumo_ev=-3.115 homo_lumo_gap_ev=5.34 e_tot_ha=-477.659576 spin_multiplicity=1
O 1.91095 -0.06283 -1.45382 -0.63
C 1.07554 -1.22088 -1.96528 -0.21
C -0.01033 -1.44074 -0.99384 0.58
C 0.26153 -2.14757 0.27463 -0.74
N -1.06352 -0.61348 -0.92714 -0.77
H 1.82084 -2.00519 -2.07796 0.22
H 0.76228 -0.82005 -2.92813 0.22
H 0.51867 -1.41626 1.05899 0.34
H 1.10869 -2.81985 0.16287 0.24
H -0.64863 -2.69046 0.53417 0.28
H -0.75798 0.31363 -0.54275 0.51
H -1.30661 -0.34972 -1.88716 0.39
H -1.41041 2.09540 1.43072 0.50
H 1.42247 0.04621 -0.61690 0.48
O -1.11579 2.26136 0.16909 -1.20
H 0.50646 1.13894 2.15253 0.52
H 0.63639 1.67245 0.76359 0.50
O 1.13144 1.13857 1.40679 -1.02
H -1.40630 3.12155 -0.13555 0.46
H -2.09628 2.00117 3.06093 0.46
O -1.33942 1.79776 2.51422 -1.12

***

Entry 6:
186
Properties=species:S:1:pos:R:3:lowdin_spin:R:1 method="wB97M-V/def2-TZVPD" e_lumo_ev="0.213 / -1.755" homo_lumo_gap_ev="8.54 / 6.57" e_tot_ha=-7252.508542 spin_multiplicity=2
Cu -3.31653 -0.06541 2.69919 0.69
N -0.49127 -0.98160 0.33784 0.00
S 1.02938 -0.59999 0.63264 0.00
O 2.06249 -1.42261 0.08347 0.00
O 1.16026 -0.23465 1.98266 0.00
F 1.11692 0.79771 -0.08748 0.00
S -0.98202 -1.17119 -1.13370 0.00
O -2.19956 -1.86538 -1.16108 0.00
O 0.05436 -1.64731 -1.93949 0.00
F -1.26757 0.35059 -1.55817 0.00
N -5.28039 0.75407 2.75538 0.03
S -5.85741 1.51648 1.50038 0.00
O -7.24373 1.50001 1.37713 0.00
O -5.01510 1.14827 0.43192 0.00
F -5.50994 3.16704 1.77828 0.00
S -6.04052 0.75132 4.14428 0.00
O -6.57365 1.99643 4.45989 0.00
O -5.23012 0.02160 5.05788 0.00
F -7.28278 -0.20130 3.80653 0.00
C -0.12156 7.20903 1.07381 0.00
C 0.63544 5.92491 0.62563 0.00
C 1.24028 5.97742 -0.80742 0.00
O 0.20796 5.96912 -1.78254 0.00
C 0.69325 6.02565 -3.11686 0.00
N 1.70327 5.50479 1.48838 0.00
H -0.67196 7.68163 0.25995 0.00
H 0.63521 7.79015 1.59304 0.00
H -0.89399 7.09217 1.82594 0.00
H -0.04522 5.08513 0.65468 0.00
H 1.87361 5.08536 -0.83995 0.00
H 1.96185 6.85110 -0.83965 0.00
H 1.34305 5.20597 -3.49031 0.00
H 1.40583 6.86563 -3.20106 0.00
H -0.07079 6.25388 -3.81144 0.00
H 2.22574 4.77150 1.01220 0.00
H 2.36612 6.28519 1.64294 0.00
C -1.19579 -3.44797 3.84143 0.01
C -1.99502 -2.52009 2.87494 0.01
C -3.47476 -2.77146 3.06406 0.00
O -4.14609 -1.82970 2.22412 0.04
C -5.21807 -2.26626 1.35547 0.01
N -1.75577 -1.07613 3.15935 0.10
H -1.60479 -3.30905 4.80277 0.00
H -0.14319 -3.03000 3.84317 0.00
H -1.23398 -4.51481 3.43489 0.00
H -1.72521 -2.62810 1.82891 0.00
H -3.79125 -2.50477 4.05214 0.00
H -3.82043 -3.76642 2.69053 0.00
H -4.79121 -3.05435 0.64229 0.00
H -5.44863 -1.49424 0.65895 0.00
H -6.14802 -2.60325 1.88178 0.00
H -0.97643 -0.65140 2.59711 0.00
H -1.48382 -0.96523 4.20093 0.00
C -2.05425 2.92815 0.81087 0.00
C -1.41243 2.17268 1.99109 0.01
C -0.40423 3.05088 2.69817 0.00
O -0.01281 2.41419 3.89188 0.00
C 1.34330 2.72869 4.28316 0.00
N -2.47126 1.68606 2.93147 0.08
H -2.47542 3.89597 1.16498 0.00
H -2.93682 2.38624 0.42465 0.00
H -1.36111 2.96078 -0.01029 0.00
H -1.03333 1.32884 1.42434 0.00
H -0.86235 4.01623 2.91041 0.00
H 0.42849 3.19633 2.02778 0.00
H 1.61006 3.70341 3.85049 0.00
H 2.04042 1.90609 3.97039 0.00
H 1.36907 2.84406 5.31037 0.00
H -3.24988 2.35227 2.92464 0.00
H -2.18044 1.77265 3.92537 0.00
C -5.03250 3.61945 -5.79818 0.00
C -3.57545 3.59843 -6.26239 0.00
C -2.64936 2.97918 -5.17903 0.00
O -2.72451 3.78296 -4.00677 0.00
C -2.01822 3.17138 -2.98426 0.00
N -3.34211 2.81279 -7.43035 0.00
H -5.35178 2.58531 -5.79469 0.00
H -5.60922 4.15537 -6.55251 0.00
H -4.98423 4.18603 -4.84185 0.00
H -3.22345 4.57808 -6.40493 0.00
H -1.57697 2.93926 -5.58876 0.00
H -2.97813 1.96181 -4.87020 0.00
H -1.69716 3.90984 -2.24200 0.00
H -1.13077 2.64423 -3.35410 0.00
H -2.61972 2.38626 -2.47180 0.00
H -3.21128 1.84126 -7.13452 0.00
H -4.09772 2.81612 -8.12486 0.00
C -0.98467 -0.14094 8.24603 0.00
C -1.55093 -0.70071 6.97076 0.00
C -2.94749 -0.03676 6.71433 0.00
O -2.61342 1.28196 6.43324 0.00
C -3.66199 2.09601 6.82534 0.00
N -0.70788 -0.45347 5.78211 0.00
H -0.02937 -0.54937 8.41941 0.00
H -1.66202 -0.50189 9.03538 0.00
H -0.94566 1.00436 8.22029 0.00
H -1.64808 -1.80482 6.98340 0.00
H -3.59352 -0.03424 7.53142 0.00
H -3.37197 -0.65422 5.93611 0.00
H -3.72974 2.16996 7.91433 0.00
H -4.55804 1.81615 6.33048 0.00
H -3.47732 3.11421 6.51515 0.00
H 0.14239 -1.01624 5.79201 0.00
H -0.33742 0.46093 5.78104 0.00
C 3.01235 -7.33439 -2.82931 0.00
C 1.83649 -6.43981 -3.23287 0.00
C 2.32425 -4.96549 -3.30428 0.00
O 2.87644 -4.59003 -2.08953 0.00
C 3.38670 -3.21123 -2.16693 0.00
N 1.31875 -6.81663 -4.53172 0.00
H 2.72589 -8.37266 -3.06464 0.00
H 3.23942 -7.25982 -1.74346 0.00
H 3.92254 -7.07519 -3.37257 0.00
H 1.08431 -6.49821 -2.40874 0.00
H 1.45188 -4.31458 -3.48976 0.00
H 3.02648 -4.80958 -4.08687 0.00
H 4.27317 -3.04138 -2.84223 0.00
H 3.80857 -3.08107 -1.17622 0.00
H 2.45972 -2.53487 -2.21465 0.00
H 0.75527 -7.64435 -4.40308 0.00
H 0.81225 -6.07918 -4.93878 0.00
C -0.96951 -6.14678 1.00920 0.00
C -0.43625 -4.88596 0.21889 0.00
C 0.95165 -4.56299 0.57749 0.00
O 1.15008 -4.01926 1.83966 0.00
C 2.46421 -3.72596 2.36378 0.00
N -0.47907 -5.31916 -1.21512 0.00
H -1.18681 -5.90633 2.04661 0.00
H -0.23939 -6.90430 0.88751 0.00
H -1.83434 -6.46675 0.42708 0.00
H -1.15455 -4.03164 0.21179 0.00
H 1.26597 -3.81987 -0.23755 0.00
H 1.59263 -5.37216 0.38126 0.00
H 3.10641 -4.59869 2.30930 0.00
H 2.37699 -3.33119 3.35868 0.00
H 2.92447 -2.87715 1.81350 0.00
H -1.41357 -5.57530 -1.41961 0.00
H -0.10964 -4.61159 -1.80609 0.00
C 4.16940 4.16021 4.12268 0.00
O 4.33282 2.87262 3.59959 0.00
C 4.77056 2.91691 2.28083 0.00
C 4.83730 1.43604 1.85334 0.00
N 5.11129 1.23957 0.44863 0.00
C 6.52676 1.09858 0.07641 0.00
C 6.70465 0.79983 -1.42925 0.00
O 6.49740 -0.56296 -1.49526 0.00
C 6.74421 -1.14262 -2.78748 0.00
H 3.81424 4.02100 5.18198 0.00
H 3.48352 4.81296 3.56725 0.00
H 5.09203 4.60105 4.41248 0.00
H 5.82936 3.25561 2.18822 0.00
H 4.14150 3.56002 1.61581 0.00
H 3.99510 0.86708 2.17641 0.00
H 5.59579 1.01992 2.50082 0.00
H 4.60037 0.41594 0.08538 0.00
H 7.08888 0.24484 0.51500 0.00
H 7.04689 2.03863 0.29864 0.00
H 7.64228 1.17663 -1.88551 0.00
H 5.96469 1.40981 -1.99483 0.00
H 6.80653 -2.22294 -2.64161 0.00
H 7.73335 -0.80012 -3.20205 0.00
H 5.92878 -0.96443 -3.49851 0.00
C -2.26233 -4.42342 -4.92280 0.00
O -0.97538 -3.96177 -5.38268 0.00
C -0.89308 -2.56926 -5.42029 0.00
C 0.53482 -2.13832 -5.87686 0.00
N 0.58636 -0.77931 -6.31255 0.00
C 0.45301 0.24079 -5.26041 0.00
C 1.35884 0.37848 -4.06740 0.00
O 2.61111 0.82368 -4.42259 0.00
C 3.54885 0.52319 -3.48643 0.00
H -2.02580 -5.50800 -4.79960 0.00
H -3.01126 -4.11074 -5.63338 0.00
H -2.47034 -4.04913 -3.91872 0.00
H -1.10238 -2.11862 -4.43711 0.00
H -1.58126 -2.09459 -6.20297 0.00
H 0.78614 -2.81577 -6.73125 0.00
H 1.25632 -2.40048 -5.08080 0.00
H 1.36517 -0.54779 -6.91092 0.00
H -0.58097 0.19950 -4.84076 0.00
H 0.50804 1.17612 -5.78588 0.00
H 1.38472 -0.66902 -3.54216 0.00
H 0.84592 1.11806 -3.44868 0.00
H 3.68671 -0.55170 -3.45706 0.00
H 3.24375 0.94039 -2.54534 0.00
H 4.44597 0.98533 -3.90014 0.00